Record 1
This record from the OMol25 dataset describes C38H29F3IrNO6SSb as an isolated structure at a distorted geometry. The level of theory is the ωB97M-V functional and the def2-TZVPD basis.

The geometry in XYZ format:
```
80
Properties=species:S:1:pos:R:3:forces:R:3:mulliken_charge:R:1
Ir -0.062 0.397 0.039 -0.48 -0.46 0.88 0.9640
Sb -2.429 1.147 -0.133 0.06 0.50 -0.38 1.4355
S -2.669 1.252 -6.251 0.72 -0.54 -0.37 1.4323
F -4.971 4.322 4.533 0.00 0.00 0.02 -0.3312
F -4.403 4.953 -4.577 -0.03 0.08 -0.05 -0.3637
F -5.783 -4.078 0.312 0.00 -0.03 0.00 -0.3388
O -0.966 -1.322 1.170 0.04 -0.14 0.45 0.1167
O 3.421 -2.041 1.215 0.04 -0.04 0.02 -0.3492
O 2.161 -0.344 0.271 -0.05 0.13 -0.12 -0.4622
O -3.450 0.085 -5.859 -0.19 0.14 0.08 -0.6854
O -1.745 1.037 -7.341 -0.20 0.04 0.12 -0.7085
O -3.422 2.492 -6.291 0.34 0.09 -1.29 -0.6776
N 0.577 1.822 -1.227 0.47 -0.18 -0.31 -0.1813
C -0.383 0.442 -3.022 0.05 0.03 0.01 -0.3348
C 0.166 -2.061 5.879 0.03 0.02 0.02 -0.3942
C -3.099 2.357 -1.712 -0.28 -0.19 0.00 0.9196
C -4.013 -1.080 1.219 -0.02 -0.05 -0.04 0.0633
C -1.273 2.719 -4.342 0.46 0.08 -0.21 -0.0334
C -1.278 -3.549 -0.265 0.14 0.01 0.00 -0.1145
C -4.676 -2.535 -1.060 0.01 0.02 0.02 -0.6141
C -0.667 -5.798 -0.812 0.02 -0.02 -0.03 -0.4757
C 0.934 -2.992 5.182 0.01 -0.01 -0.02 -1.0571
C 0.784 -3.129 3.821 -0.02 -0.03 0.04 -0.4740
C -0.433 -2.446 1.724 -0.42 0.20 -0.12 -0.9170
C -3.592 1.870 -2.922 -0.39 0.03 0.54 -0.5602
C -1.126 0.325 -4.180 -0.02 0.10 -0.16 -0.7540
C -5.069 -2.955 0.202 0.02 0.02 0.00 0.1670
C -1.600 1.464 -4.822 0.55 -0.16 -0.15 -0.3529
C -3.931 -1.373 -1.172 0.03 -0.04 -0.04 -0.7586
C -3.274 2.203 1.480 0.03 -0.10 0.09 -0.0944
C -0.837 -1.321 3.835 0.04 0.03 0.03 0.0223
C -5.211 3.248 2.466 0.01 0.00 0.02 -0.6901
C 0.245 -5.825 0.243 0.01 0.02 0.00 -1.1113
C -3.973 4.099 -3.649 -0.07 -0.18 0.22 0.2045
C 2.803 -1.194 0.742 -0.09 -0.01 0.02 0.7601
C -4.747 -2.257 1.349 0.06 -0.05 -0.01 -0.8889
C -1.420 -4.658 -1.068 -0.03 0.00 0.03 -1.0054
C -4.629 2.533 1.433 0.01 0.01 0.04 -0.1515
C -0.129 -2.313 3.119 0.38 0.04 -0.07 1.5345
C 0.365 -4.741 1.078 -0.05 -0.03 0.05 -0.4873
C -3.601 -0.624 -0.038 -0.17 0.03 0.06 -0.3448
C -4.415 3.626 3.535 0.00 -0.01 -0.02 0.2988
C -3.072 3.315 3.612 -0.02 -0.01 0.01 -0.6708
C -0.709 -1.221 5.204 -0.02 -0.01 -0.02 -1.0057
C -3.472 4.614 -2.464 0.04 0.00 -0.07 -0.6661
C -0.413 -3.579 0.859 0.22 0.00 -0.08 1.7392
C -2.503 2.595 2.569 0.03 -0.04 0.03 -0.4766
C -4.042 2.741 -3.901 -1.02 0.12 0.96 -1.0647
C -0.120 1.708 -2.514 0.25 0.14 -0.24 -0.0726
C -0.525 2.848 -3.179 0.10 0.05 -0.16 -1.0444
C -3.036 3.732 -1.490 -0.06 0.07 0.13 -1.1121
H -1.507 -0.650 3.319 0.01 0.01 -0.02 0.6239
H -6.257 3.521 2.454 0.00 0.01 0.00 0.4792
H 0.858 -6.700 0.407 -0.01 -0.01 0.00 0.4675
H -0.779 -6.668 -1.446 0.01 0.00 -0.01 0.4483
H -5.239 2.242 0.585 0.01 0.02 -0.01 0.4700
H -2.112 -4.635 -1.899 0.01 0.00 -0.01 0.5237
H -0.302 3.831 -2.776 0.00 -0.01 -0.02 0.3498
H 1.093 -4.786 1.870 -0.10 -0.07 -0.04 0.1664
H 1.574 1.648 -1.368 -0.01 0.21 -0.10 0.4615
H -1.389 -0.643 -4.587 0.02 -0.01 0.01 0.4956
H -3.794 -0.498 2.111 -0.11 0.06 -0.02 0.5475
H -3.442 5.685 -2.317 0.01 0.01 0.02 0.4850
H -4.960 -3.112 -1.930 -0.02 0.02 0.00 0.5959
H -2.495 3.640 4.467 0.01 0.02 0.00 0.4862
H -1.651 3.590 -4.863 0.14 -0.03 -0.01 0.6518
H -1.856 -2.667 -0.492 0.01 0.04 0.03 0.6874
H -1.954 -1.276 1.174 -0.06 -0.25 -0.30 -0.5683
H 1.417 -3.831 3.305 -0.03 0.04 0.08 0.4902
H -1.288 -0.486 5.745 0.01 0.01 0.00 0.4852
H 0.267 -1.981 6.953 0.01 0.01 0.00 0.4398
H -3.625 0.810 -3.140 -0.09 0.05 0.00 0.3139
H -4.401 2.383 -4.857 -0.30 0.15 0.53 0.8839
H -3.607 -1.058 -2.158 -0.03 0.02 0.01 0.4142
H -0.032 -0.438 -2.493 0.03 0.00 -0.02 0.5107
H -5.086 -2.619 2.310 0.00 0.01 0.01 0.5416
H -1.447 2.348 2.603 0.00 0.01 -0.02 0.3773
H 1.649 -3.609 5.708 0.00 0.00 0.01 0.4520
H 0.503 2.773 -0.872 -0.04 0.02 -0.02 0.3765
H -2.667 4.130 -0.550 -0.02 0.00 0.01 0.5106
```
Positions in Å, forces in eV/Å.

As for the net charge: +1. Its HOMO energy is -9.8744 eV. The spin multiplicity is 1. The orbital gap is 3.43 eV.


Record 2
This record from the OMol25 dataset describes a single C6H12O molecule. The level of theory is the ωB97M-V functional and the def2-TZVPD basis.

The geometry in XYZ format:
```
19
Properties=species:S:1:pos:R:3:forces:R:3:mulliken_charge:R:1
O -1.469 -0.255 -0.089 0.03 0.03 0.08 -0.4692
C 0.938 0.759 1.330 -0.06 0.06 -0.02 -1.3555
C 0.565 -1.521 0.234 -0.12 -0.07 0.29 -0.7059
C -0.684 1.497 -1.562 0.03 0.05 0.04 -1.4083
C -0.382 0.186 -0.883 0.22 0.11 -0.25 0.3735
C -0.975 -1.411 0.583 0.36 -0.32 0.19 -0.5450
C 0.850 -0.017 0.012 0.04 -0.06 -0.07 0.2811
H -0.230 -0.598 -1.647 -0.16 0.52 -0.37 0.2364
H -0.754 2.343 -0.872 0.01 -0.15 0.00 0.3336
H -1.636 1.400 -2.096 0.14 0.09 0.09 0.3559
H 1.095 -2.008 1.054 0.04 0.25 0.15 0.3785
H 0.905 -2.035 -0.681 -0.79 -0.11 0.31 0.2605
H 0.906 1.844 1.189 0.02 -0.14 -0.06 0.3466
H -1.011 -1.223 1.662 -0.16 -0.06 -0.05 0.2792
H 1.882 0.513 1.834 -0.18 0.08 -0.15 0.3740
H -1.681 -2.231 0.390 0.66 -0.16 -0.22 0.3098
H 0.100 1.700 -2.300 -0.11 0.07 0.12 0.3444
H 0.132 0.492 2.022 0.07 0.10 -0.18 0.2313
H 1.750 0.183 -0.583 -0.04 -0.29 0.10 0.3793
```
Positions in Å, forces in eV/Å.

As for the net charge: 0. As for the structure (SMILES): C[C@@H]1OCC[C@@H]1C. Its HOMO energy is -9.3121 eV. The spin multiplicity is 1. The orbital gap is 10.42 eV. As for the relative energy (zero: lowest compared OMol25 entry of this formula, charge and spin): 86.2 kJ/mol.